One molecule with the formula FH2NO2S in a non-equilibrium geometry. Source: the Open Molecules 2025 dataset; level of theory: ωB97M-V/def2-TZVPD.

The calculation puts the energy above the lowest of the compared OMol25 structures with the same formula, charge and spin at 1.742 eV. The highest occupied orbital energy (spin up / spin down) is -7.2 / -12.2 eV. The spin multiplicity is 3. The gap between HOMO and LUMO (spin up / spin down) comes out at 7.6 / 8.2 eV.

Structure (XYZ):
```
7
Properties=species:S:1:pos:R:3:forces:R:3:nbo_charge:R:1
N -1.1671 0.0387 0.4482 -4.71 -2.15 -1.95 -0.53
O 0.9486 0.7575 -1.4598 1.46 1.38 -4.62 -0.88
O 1.3296 1.0508 0.9487 2.09 0.69 1.83 -0.89
F 1.0220 -1.2419 -0.1444 0.30 -0.44 0.48 -0.53
S 0.7418 0.4028 -0.1423 1.04 0.18 1.12 2.14
H -1.1771 -0.8902 0.8297 -0.49 -0.57 1.33 0.34
H -1.6977 -0.1177 -0.4800 0.32 0.91 1.82 0.34
```
Positions in Å, forces in eV/Å.